Record 1
The following is a DFT calculation (ωB97M-V/def2-TZVPD) of a structure of composition C2H4OPm in a non-equilibrium geometry.

Calculated values
- Lowest unoccupied orbital energy (alpha / beta): -6.550 / -6.148 eV
- 2S+1: 5
- Charge: +1
- <S²>: 6.127
- Kohn-Sham gap (alpha / beta): 6.48 / 6.94 eV

```
8
C2H4OPm, DFT ωB97M-V/def2-TZVPD
C 0.185 0.120 1.346
C 1.234 -0.860 1.418
O 2.355 -0.713 1.913
Pm -0.433 0.656 -1.076
H 0.508 1.114 1.689
H -0.770 -0.209 1.781
H 0.280 0.072 -2.837
H 0.964 -1.866 1.011
```

***

Record 2
The following is a DFT calculation (ωB97M-V/def2-TZVPD) of a structure of composition C9H19Cl2N2PtSeSi in a non-equilibrium geometry.

Calculated values
- Lowest unoccupied orbital energy (alpha / beta): -4.828 / -4.829 eV
- Charge: +1
- Kohn-Sham gap (alpha / beta): 6.26 / 6.26 eV

```
35
C9H19Cl2N2PtSeSi, DFT ωB97M-V/def2-TZVPD
Pt -2.103 -0.552 -0.337
Cl -4.464 -1.269 -1.736
C -5.198 -1.397 -0.131
Cl -3.966 -0.982 1.103
H -5.516 -2.419 0.040
H -6.011 -0.687 -0.046
C 2.585 0.268 1.652
Si 1.167 0.457 2.846
C 1.187 -0.783 4.216
C 0.870 2.207 3.374
Se -0.819 -0.020 1.655
H 3.537 0.464 2.151
H 2.496 0.973 0.823
H 2.623 -0.747 1.251
H 2.054 -0.615 4.860
H 1.247 -1.797 3.820
H 0.288 -0.707 4.828
H 1.716 2.548 3.978
H -0.034 2.294 3.978
H 0.774 2.867 2.513
C 2.803 0.824 -2.200
C 1.402 0.340 -2.334
C 0.674 -0.047 -3.443
C -0.593 -0.405 -2.978
N -0.633 -0.247 -1.653
N 0.585 0.207 -1.282
C -1.762 -0.894 -3.762
H 3.277 0.847 -3.178
H 3.386 0.168 -1.553
H 2.833 1.831 -1.783
H 1.015 -0.067 -4.463
H 0.755 0.395 -0.304
H -1.492 -0.978 -4.811
H -2.601 -0.201 -3.683
H -2.083 -1.876 -3.412
```

***

Record 3
The following is a DFT calculation (ωB97M-V/def2-TZVPD) of a structure of composition C30H39DyN3O in a non-equilibrium geometry.

Calculated values
- Lowest unoccupied orbital energy (alpha / beta): 2.589 / 2.583 eV
- 2S+1: 6
- Charge: -1
- <S²>: 9.747
- Kohn-Sham gap (alpha / beta): 5.40 / 5.35 eV

```
74
C30H39DyN3O, DFT ωB97M-V/def2-TZVPD
Dy 1.364 0.191 -0.549
N 3.990 0.230 0.699
N 0.470 -0.130 -3.036
C -0.849 1.202 1.462
C -0.034 2.183 0.815
C 1.232 2.197 1.490
C 2.322 3.136 1.277
H 2.078 3.905 0.544
H 3.235 2.554 0.731
H 2.760 3.551 2.189
C 1.206 1.190 2.498
C 2.264 1.002 3.515
H 2.176 1.720 4.351
H 3.258 1.127 3.069
H 2.214 -0.006 3.949
C -0.077 0.592 2.486
C -0.562 -0.400 3.478
H 0.184 -1.195 3.635
H -1.492 -0.874 3.139
H -0.770 0.048 4.466
C -0.524 3.204 -0.145
H -1.032 4.043 0.368
H -1.259 2.776 -0.844
H 0.294 3.625 -0.745
C -2.315 1.065 1.266
H -2.657 0.037 1.444
H -2.598 1.314 0.235
H -2.905 1.732 1.925
C 5.177 -0.288 1.138
H 5.652 -0.048 2.121
C 5.910 -1.117 0.265
H 6.735 -1.749 0.647
C 5.432 -1.127 -1.072
H 5.837 -1.903 -1.769
C 4.459 -0.166 -1.540
H 3.859 -0.411 -2.471
C 3.909 0.946 -0.553
C 3.798 2.499 -0.533
H 3.199 2.740 -1.617
C -0.478 -0.458 -2.173
C 0.021 0.338 -4.372
H 0.856 0.768 -5.031
C -1.249 0.026 -4.295
H -2.009 0.227 -5.024
N -1.587 -0.517 -3.008
C -2.774 -0.521 -2.303
C -3.687 0.487 -2.658
C -4.976 0.253 -2.209
H -5.767 0.866 -2.610
C -5.212 -0.789 -1.313
C -6.607 -1.090 -0.914
H -6.616 -1.558 0.081
H -7.037 -1.803 -1.639
H -7.203 -0.166 -0.917
C -4.224 -1.656 -0.841
H -4.469 -2.508 -0.227
C -2.917 -1.471 -1.241
C -1.844 -2.339 -0.649
H -0.895 -2.332 -1.207
H -2.224 -3.365 -0.625
H -1.617 -2.105 0.403
C -3.317 1.713 -3.446
H -3.022 1.535 -4.483
H -2.545 2.349 -2.985
H -4.217 2.311 -3.538
C 2.171 -3.665 2.745
C 2.617 -2.590 1.756
O 1.479 -2.113 0.857
H 1.656 -4.532 2.306
H 1.546 -3.250 3.548
H 3.061 -4.071 3.240
H 3.409 -2.923 1.080
H 2.946 -1.688 2.273
H 0.790 -2.760 1.095
```

***

Record 4
The following is a DFT calculation (ωB97M-V/def2-TZVPD) of a cluster of 2 separate species, C4H10NO in total in a non-equilibrium geometry.

Calculated values
- Lowest unoccupied orbital energy (alpha / beta): -4.485 / -5.031 eV
- Charge: +1
- Kohn-Sham gap (alpha / beta): 8.93 / 7.99 eV

```
16
C4H10NO, DFT ωB97M-V/def2-TZVPD
C -0.503 -1.260 -0.641
C -0.967 -0.039 0.010
C 2.336 -0.394 1.591
C -2.501 1.660 -0.506
N 0.053 0.024 -1.034
O -2.059 0.570 -0.010
H 0.030 -2.046 -0.082
H -1.105 -1.859 -1.370
H 1.978 -0.514 0.515
H 1.624 -1.018 2.078
H 3.372 -0.572 1.867
H -3.538 1.959 -0.285
H -1.983 2.417 -1.074
H 2.131 0.691 1.819
H 1.138 0.014 -0.855
H -0.005 0.366 -2.024
```

***

Record 5
The following is a DFT calculation (ωB97M-V/def2-TZVPD) of a cluster of 2 separate species, C35H36N3O in total in a non-equilibrium geometry.

Calculated values
- Lowest unoccupied orbital energy: -4.560 eV
- Charge: +1
- Kohn-Sham gap: 3.48 eV

```
75
C35H36N3O, DFT ωB97M-V/def2-TZVPD
C -0.043 -1.305 2.097
O 0.118 0.101 2.253
C 0.843 0.880 1.448
C 2.011 0.363 0.738
C 2.059 0.518 -0.654
C 3.141 0.033 -1.384
C 4.190 -0.616 -0.731
C 4.171 -0.735 0.662
C 3.080 -0.284 1.400
C 0.523 2.246 1.559
N 1.020 3.301 0.846
C 2.229 3.365 0.057
C 0.194 4.408 1.028
C -0.760 4.064 1.965
C -1.629 5.003 2.508
C -1.568 6.303 1.977
C -0.615 6.649 1.003
C 0.316 5.705 0.541
N -0.520 2.738 2.321
C -1.199 2.078 3.413
H -0.345 -1.681 3.080
H -0.854 -1.471 1.380
H 0.881 -1.785 1.750
H 1.219 1.025 -1.134
H 3.163 0.185 -2.469
H 5.031 -1.003 -1.306
H 5.027 -1.177 1.185
H 3.039 -0.374 2.491
H 2.514 4.415 -0.039
H 3.042 2.812 0.537
H 2.048 2.971 -0.945
H -2.299 4.737 3.330
H -2.256 7.066 2.335
H -0.581 7.665 0.618
H 1.123 5.943 -0.147
H -1.793 2.843 3.916
H -1.867 1.289 3.053
H -0.482 1.664 4.129
C 1.831 -1.877 -3.791
C 1.216 -2.490 -2.611
N 1.683 -3.649 -2.100
C 2.877 -4.330 -2.566
C 0.851 -4.097 -1.074
C -0.187 -3.154 -0.909
C -1.136 -3.416 0.078
C -0.986 -4.543 0.902
C 0.084 -5.435 0.738
C 1.019 -5.223 -0.283
C 0.100 -2.049 -1.837
C -0.451 -0.777 -1.865
C -1.790 -0.468 -1.476
C -2.818 -1.436 -1.581
C -4.084 -1.173 -1.093
C -4.377 0.062 -0.511
C -5.723 0.269 0.119
C -3.402 1.073 -0.515
C -2.130 0.823 -0.999
H 1.205 -1.045 -4.118
H 2.838 -1.496 -3.575
H 1.906 -2.597 -4.617
H 2.986 -5.249 -1.994
H 2.786 -4.571 -3.627
H 3.766 -3.709 -2.419
H -1.977 -2.742 0.203
H -1.718 -4.717 1.690
H 0.186 -6.291 1.410
H 1.868 -5.883 -0.448
H 0.102 -0.017 -2.413
H -2.601 -2.394 -2.049
H -4.862 -1.933 -1.153
H -5.840 1.309 0.446
H -6.525 0.015 -0.589
H -5.837 -0.393 0.991
H -3.665 2.069 -0.158
H -1.362 1.593 -1.014
```

***

Record 6
The following is a DFT calculation (ωB97M-V/def2-TZVPD) of a structure of composition C6H10N2O in a non-equilibrium geometry.

Calculated values
- Lowest unoccupied orbital energy (alpha / beta): 0.477 / 0.478 eV
- Kohn-Sham gap (alpha / beta): 7.32 / 7.32 eV

```
19
C6H10N2O, DFT ωB97M-V/def2-TZVPD
C 0.899 1.333 1.446
C -1.671 0.278 -2.014
N 0.719 0.016 0.850
C -0.178 -0.306 -0.092
C -1.240 0.581 -0.601
C 1.665 -0.996 1.105
C 1.285 -2.186 0.455
N -1.759 1.462 0.167
O -0.038 -1.474 -0.629
H -2.488 1.991 -0.311
H 2.685 -0.629 1.062
H 0.613 1.299 2.494
H 1.957 1.595 1.374
H 0.294 2.083 0.948
H -2.380 1.028 -2.365
H -0.808 0.259 -2.683
H -2.130 -0.711 -2.060
H 2.069 -2.790 0.008
H 0.503 -2.831 0.846
```